# 1
A structure of composition C3H3Br2F. Source: OMol25; level of theory: ωB97M-V/def2-TZVPD.

Its strongest force on any atom is 3.76 eV/Å. The value obtained for the HOMO-LUMO gap is 10.5 eV. For the lowest unoccupied orbital energy, the calculation gives 0.019 hartree.

Last column: natural (NBO) charge in e.
Positions of all 9 atoms, in Å:
1 C 1.140 -0.712 -0.530  -0.368
2 C 0.399 -0.328 0.532  -0.235
3 C -1.001 0.524 0.315  0.142
4 F -1.545 0.897 1.514  -0.335
5 Br -0.462 2.142 -0.630  0.030
6 Br -2.138 -0.415 -0.796  0.114
7 H 2.148 -1.091 -0.416  0.216
8 H 0.805 -0.536 -1.551  0.212
9 H 0.655 -0.481 1.563  0.225

Forces on atoms 1 to 2 (eV/Å):
-0.868 0.802 1.297
-1.324 0.812 -1.821

---

# 2
A structure of composition C3H3Br2F. Source: OMol25; level of theory: ωB97M-V/def2-TZVPD.

Its strongest force on any atom is 8.52 eV/Å. The value obtained for the HOMO-LUMO gap (spin up / spin down) is 8.7 / 8.0 eV. For the lowest unoccupied orbital energy (spin up / spin down), the calculation gives -0.043 / -0.027 hartree.

Last column: natural (NBO) charge in e.
Positions of all 9 atoms, in Å:
1 C 0.772 -0.257 -1.682  -0.228
2 C -0.346 -0.424 -0.130  -0.173
3 C -0.446 0.629 0.815  0.058
4 F -0.184 1.897 0.394  -0.330
5 Br -1.052 -2.125 0.318  0.123
6 Br 0.791 0.314 2.417  -0.068
7 H 0.827 -1.225 -2.061  0.206
8 H 1.182 0.635 -1.444  0.196
9 H -1.543 0.557 1.372  0.218

Forces on atoms 1 to 2 (eV/Å):
-5.746 -1.750 6.048
3.439 -1.026 -5.446

---

# 3
A structure of composition C3H3Br2N. Source: OMol25; level of theory: ωB97M-V/def2-TZVPD.

Its strongest force on any atom is 5.73 eV/Å. The value obtained for the HOMO-LUMO gap (spin up / spin down) is 4.7 / 4.7 eV. For the lowest unoccupied orbital energy (spin up / spin down), the calculation gives -0.120 / -0.120 hartree.

Last column: natural (NBO) charge in e.
Positions of all 9 atoms, in Å:
1 C 0.643 -0.523 -3.170  -0.047
2 C -0.901 0.187 0.798  -0.772
3 C 0.577 -0.007 0.773  0.051
4 N 0.373 -0.477 -2.072  -0.872
5 Br 1.581 -1.524 0.732  0.439
6 Br 1.544 1.607 0.780  0.306
7 H -1.367 -0.694 1.009  0.256
8 H -1.244 0.331 -0.241  0.367
9 H -1.206 1.101 1.390  0.271

Forces on atoms 1 to 2 (eV/Å):
1.190 -0.200 -4.766
1.293 2.118 -0.465

---

# 4
The molecule C3H3Br2N. Source: OMol25; level of theory: ωB97M-V/def2-TZVPD.

The SMILES is N#C[C@H](Br)CBr. Its strongest force on any atom is 7.77 eV/Å. The value obtained for the HOMO-LUMO gap is 10.7 eV. For the lowest unoccupied orbital energy, the calculation gives -0.001 hartree.

Last column: natural (NBO) charge in e.
Positions of all 9 atoms, in Å:
1 N -0.834 -2.157 -1.477  -0.317
2 C -0.658 -1.207 -0.912  0.262
3 C -0.572 0.329 -0.225  -0.395
4 Br -0.627 1.633 -1.586  0.135
5 C 0.666 0.443 0.653  -0.430
6 Br 1.238 -1.264 1.666  -0.017
7 H -1.540 0.347 0.453  0.274
8 H 1.513 0.648 -0.015  0.229
9 H 0.812 1.230 1.442  0.259

Forces on atoms 1 to 2 (eV/Å):
-0.529 -3.427 -1.873
0.767 7.045 3.184

---

# 5
A cluster of 2 separate species, C3H3Br2O2 in total. Source: OMol25; level of theory: ωB97M-V/def2-TZVPD.

Its strongest force on any atom is 4.00 eV/Å. The value obtained for the HOMO-LUMO gap is 6.5 eV. Its net charge is -1. For the lowest unoccupied orbital energy, the calculation gives 0.098 hartree.

Last column: natural (NBO) charge in e.
Positions of all 10 atoms, in Å:
1 C -1.476 -1.133 0.480  0.743
2 C 0.714 0.142 -0.229  -0.661
3 C -0.746 0.075 0.050  0.162
4 O -1.179 -0.258 1.396  -0.450
5 O -2.089 -2.214 0.503  -0.571
6 Br -1.938 1.464 -0.709  -0.009
7 Br 3.666 1.672 -0.402  -0.988
8 H 0.993 -0.764 -0.720  0.235
9 H 0.850 0.803 -1.037  0.271
10 H 1.205 0.213 0.667  0.266

Forces on atoms 1 to 2 (eV/Å):
-2.121 -3.203 -0.166
-2.379 -1.024 -1.898

---

# 6
A structure of composition C3H3Br9. Source: OMol25; level of theory: ωB97M-V/def2-TZVPD.

Its strongest force on any atom is 1.98 eV/Å. The value obtained for the HOMO-LUMO gap is 9.5 eV. For the lowest unoccupied orbital energy, the calculation gives -0.024 hartree.

Last column: natural (NBO) charge in e.
Positions of all 15 atoms, in Å:
1 C 0.204 -0.693 -3.784  -0.444
2 Br 1.017 -0.896 -2.035  0.094
3 Br 1.737 -0.702 -5.104  0.035
4 Br -0.770 1.034 -3.839  0.088
5 H -0.367 -1.533 -4.180  0.233
6 C -2.193 -0.310 2.549  -0.437
7 Br -2.639 1.398 3.498  0.052
8 Br -1.690 0.037 0.643  0.084
9 Br -3.791 -1.460 2.826  0.081
10 H -1.385 -0.723 3.152  0.222
11 C 1.864 0.677 1.149  -0.431
12 Br 2.945 -0.626 2.251  0.058
13 Br 3.140 1.763 0.104  0.087
14 Br 0.715 1.915 2.292  0.063
15 H 1.213 0.117 0.477  0.212

Forces on atoms 1 to 2 (eV/Å):
1.355 1.083 -0.826
-0.568 -0.387 -0.476

---

# 7
A cluster of 2 separate species, C3H3BrCl2 in total. Source: OMol25; level of theory: ωB97M-V/def2-TZVPD.

The SMILES is C=C=C(Cl)Cl.Br. Its strongest force on any atom is 2.76 eV/Å. The value obtained for the HOMO-LUMO gap is 10.1 eV. For the lowest unoccupied orbital energy, the calculation gives 0.014 hartree.

Last column: natural (NBO) charge in e.
Positions of all 9 atoms, in Å:
1 C -1.562 -3.718 0.101  -0.387
2 C -2.169 -2.582 -0.033  -0.001
3 C -2.910 -1.550 -0.035  -0.118
4 Cl -3.377 -0.696 -1.465  0.048
5 Cl -3.601 -0.839 1.466  0.004
6 H -0.471 -3.789 0.174  0.222
7 H -2.130 -4.691 -0.030  0.232
8 Br 2.893 -1.147 0.223  -0.200
9 H 2.540 -2.413 0.812  0.201

Forces on atoms 1 to 2 (eV/Å):
0.127 -1.519 -0.706
0.488 -1.324 0.524

---

# 8
The molecule C3H3BrCl2. Source: OMol25; level of theory: ωB97M-V/def2-TZVPD.

The SMILES is Cl[C@H]1C[C@]1(Cl)Br. Its strongest force on any atom is 3.93 eV/Å. The value obtained for the HOMO-LUMO gap is 10.3 eV. For the lowest unoccupied orbital energy, the calculation gives 0.026 hartree.

Last column: natural (NBO) charge in e.
Positions of all 9 atoms, in Å:
1 Cl -0.312 -1.341 1.871  0.005
2 C 0.486 -0.306 0.714  -0.272
3 C -0.031 -0.394 -0.965  -0.426
4 C -0.420 0.678 0.007  -0.175
5 Cl -1.996 0.937 0.682  0.070
6 Br 0.421 2.334 -0.515  0.057
7 H 1.581 -0.378 0.761  0.258
8 H 0.867 -0.220 -1.522  0.241
9 H -0.597 -1.310 -1.032  0.243

Forces on atoms 1 to 2 (eV/Å):
0.349 -0.188 -0.156
-0.866 -0.551 -2.457

---

# 9
A cluster of 2 separate species, C3H3BrCl2 in total. Source: OMol25; level of theory: ωB97M-V/def2-TZVPD.

Its strongest force on any atom is 3.13 eV/Å. The value obtained for the HOMO-LUMO gap (spin up / spin down) is 9.0 / 8.4 eV. For the lowest unoccupied orbital energy (spin up / spin down), the calculation gives -0.041 / -0.029 hartree.

Last column: natural (NBO) charge in e.
Positions of all 9 atoms, in Å:
1 C 0.025 0.368 -0.616  -0.497
2 C 0.357 1.011 0.689  -0.049
3 C 1.473 0.572 -0.235  -0.197
4 Cl -0.072 2.590 1.019  0.093
5 Cl 2.308 2.013 -0.993  -0.017
6 Br 2.578 -0.831 0.321  0.152
7 H -0.192 -0.650 -0.498  0.244
8 H -0.633 0.997 -1.199  0.253
9 H -0.030 -0.736 2.098  0.018

Forces on atoms 1 to 2 (eV/Å):
-0.075 0.479 1.289
0.451 -2.160 -0.273

---

# 10
A structure of composition C3H3BrClI. Source: OMol25; level of theory: ωB97M-V/def2-TZVPD.

Its strongest force on any atom is 6.34 eV/Å. The value obtained for the HOMO-LUMO gap (spin up / spin down) is 7.0 / 7.1 eV. For the lowest unoccupied orbital energy (spin up / spin down), the calculation gives -0.044 / -0.047 hartree.

Last column: natural (NBO) charge in e.
Positions of all 9 atoms, in Å:
1 C -1.620 0.167 0.419  0.098
2 C -1.519 0.535 2.700  -0.461
3 C -0.282 -0.384 -0.016  -0.738
4 Cl -2.896 -0.853 0.021  0.054
5 Br -3.302 0.686 3.202  0.134
6 I -0.189 2.009 3.302  0.225
7 H 0.042 -0.032 -0.973  0.247
8 H -0.370 -1.475 -0.162  0.216
9 H 0.403 -0.123 0.606  0.225

Forces on atoms 1 to 2 (eV/Å):
1.212 0.134 2.005
-0.237 -0.689 -2.667

---

# 11
A cluster of 2 separate species, C3H3BrClNO in total. Source: OMol25; level of theory: ωB97M-V/def2-TZVPD.

The SMILES is O=C=NBr.C=CCl. Its strongest force on any atom is 3.79 eV/Å. The value obtained for the HOMO-LUMO gap is 9.0 eV. For the lowest unoccupied orbital energy, the calculation gives -0.023 hartree.

Last column: natural (NBO) charge in e.
Positions of all 10 atoms, in Å:
1 O 1.060 -0.190 4.021  -0.485
2 C 1.605 0.095 3.040  0.838
3 N 2.017 0.059 1.909  -0.671
4 Br 3.306 0.808 0.815  0.319
5 C -0.433 -0.159 -0.003  -0.397
6 C 0.134 1.015 -0.115  -0.264
7 Cl -0.129 2.239 0.985  0.028
8 H -0.363 -0.982 -0.805  0.220
9 H -0.863 -0.304 0.910  0.196
10 H 0.723 1.206 -1.061  0.216

Forces on atoms 1 to 2 (eV/Å):
-0.318 0.545 1.041
0.357 -0.833 -0.713

---

# 12
The molecule C3H3BrClNO. Source: OMol25; level of theory: ωB97M-V/def2-TZVPD.

Its strongest force on any atom is 2.27 eV/Å. The value obtained for the HOMO-LUMO gap (spin up / spin down) is 6.0 / 6.0 eV. For the lowest unoccupied orbital energy (spin up / spin down), the calculation gives -0.052 / -0.052 hartree.

Last column: natural (NBO) charge in e.
Positions of all 10 atoms, in Å:
1 C -1.213 -0.830 0.597  0.490
2 C -0.217 -1.772 0.535  -0.557
3 C 0.264 1.131 -0.351  0.158
4 N -0.813 0.553 0.085  -0.457
5 O -2.359 -0.854 0.988  -0.664
6 Cl 0.382 2.816 -0.523  0.100
7 Br -0.494 -3.439 1.337  0.060
8 H 0.772 -1.602 0.162  0.196
9 H 1.145 0.556 -0.590  0.234
10 H -1.617 1.147 0.292  0.440

Forces on atoms 1 to 2 (eV/Å):
1.201 -1.920 -0.113
-0.262 0.791 -0.009

---

What is the strongest force on any atom in the tenth record? 6.34 eV/Å

---

What is the formula in the seventh record? C3H3BrCl2

---

strongest force on any atom of number 2 (C3H3Br2F)? 8.52 eV/Å

---

Please write out number 1 again, unchanged.
A structure of composition C3H3Br2F. Source: OMol25; level of theory: ωB97M-V/def2-TZVPD.

Its strongest force on any atom is 3.76 eV/Å. The value obtained for the HOMO-LUMO gap is 10.5 eV. For the lowest unoccupied orbital energy, the calculation gives 0.019 hartree.

Last column: natural (NBO) charge in e.
Positions of all 9 atoms, in Å:
1 C 1.140 -0.712 -0.530  -0.368
2 C 0.399 -0.328 0.532  -0.235
3 C -1.001 0.524 0.315  0.142
4 F -1.545 0.897 1.514  -0.335
5 Br -0.462 2.142 -0.630  0.030
6 Br -2.138 -0.415 -0.796  0.114
7 H 2.148 -1.091 -0.416  0.216
8 H 0.805 -0.536 -1.551  0.212
9 H 0.655 -0.481 1.563  0.225

Forces on atoms 1 to 2 (eV/Å):
-0.868 0.802 1.297
-1.324 0.812 -1.821